Record 1
Formula: C30H24AsBBrF4GeMoN2S4
Source: the Open Molecules 2025 dataset
Level of theory: wB97M-V/def2-TZVPD

Output
Kohn-Sham gap (alpha / beta) (Ha): 0.1926 / 0.2009
Spin multiplicity: 4
<S²>: 3.845
Electronic energy (eV): -278625.074

Positions of all 69 atoms, in Å:
1 Mo -1.28 2.18 0.70
2 Br -2.40 8.70 -0.53
3 C -1.76 7.27 0.51
4 C -0.45 6.80 0.28
5 C -0.09 5.50 0.70
6 C -0.98 4.76 1.53
7 C -2.15 5.38 1.96
8 C -2.57 6.61 1.42
9 N -0.67 3.47 1.99
10 C -0.19 3.12 3.21
11 C -0.42 1.81 3.60
12 C -0.23 1.34 4.95
13 C -0.79 0.15 5.33
14 C -1.33 -0.65 4.29
15 C -1.31 -0.21 2.98
16 N -0.93 1.01 2.62
17 H 0.14 7.38 -0.43
18 H 0.81 5.05 0.37
19 H -2.77 4.87 2.69
20 H -3.59 6.98 1.62
21 H 0.05 3.90 3.97
22 H 0.22 2.00 5.68
23 H -0.79 -0.19 6.36
24 H -1.76 -1.64 4.48
25 H -1.64 -0.89 2.18
26 S -1.58 -0.21 -0.24
27 As -3.46 0.69 -1.82
28 S -2.50 2.94 -1.23
29 S -0.39 2.73 -1.43
30 S -2.87 0.56 -3.75
31 F 1.15 -1.42 1.10
32 B 2.06 -1.58 2.38
33 F 3.26 -2.12 1.84
34 F 1.33 -2.41 3.24
35 F 2.24 -0.29 2.89
36 C -0.26 -5.36 1.52
37 C 0.96 -4.77 1.27
38 C 1.06 -3.72 0.37
39 C -0.08 -3.21 -0.21
40 C -1.31 -3.76 0.08
41 C -1.42 -4.82 0.95
42 Ge 0.10 -1.55 -1.28
43 C 2.03 -1.13 -1.55
44 C 2.63 0.06 -1.11
45 C 3.91 0.40 -1.52
46 C 4.68 -0.50 -2.21
47 C 4.12 -1.71 -2.59
48 C 2.79 -1.98 -2.33
49 C -0.44 -1.97 -3.12
50 C 0.17 -1.28 -4.16
51 C -0.23 -1.49 -5.50
52 C -1.25 -2.37 -5.77
53 C -1.83 -3.11 -4.74
54 C -1.44 -2.90 -3.42
55 H -0.32 -6.26 2.10
56 H 1.87 -5.15 1.81
57 H 2.06 -3.33 0.13
58 H -2.20 -3.36 -0.39
59 H -2.40 -5.26 1.14
60 H 2.10 0.74 -0.46
61 H 4.31 1.36 -1.24
62 H 5.67 -0.25 -2.54
63 H 4.70 -2.47 -3.12
64 H 2.35 -2.85 -2.81
65 H 1.00 -0.60 -3.97
66 H 0.33 -1.02 -6.31
67 H -1.59 -2.53 -6.81
68 H -2.57 -3.88 -4.96
69 H -1.88 -3.53 -2.66


Record 2
Formula: C3H5ClNO
Source: the Open Molecules 2025 dataset
Level of theory: wB97M-V/def2-TZVPD

Output
Kohn-Sham gap (alpha / beta) (Ha): 0.2729 / 0.2728
Net charge: -1
Electronic energy (eV): -19247.909
Energy above the lowest of the compared OMol25 structures with the same formula, charge and spin (kcal per mole): 54.8

Positions of all 11 atoms, in Å:
1 C -2.09 -0.64 -0.46
2 C -0.90 -0.34 -0.98
3 C 1.11 0.78 0.36
4 N -0.16 1.02 -0.21
5 O -0.42 2.16 -0.55
6 Cl 3.69 0.37 -1.08
7 H -2.96 -0.10 0.17
8 H -2.63 -1.38 -1.08
9 H 0.92 -0.28 0.84
10 H 2.07 0.51 -0.31
11 H 1.40 1.50 1.14


Record 3
Formula: C2H2N6O3
Source: the Open Molecules 2025 dataset
Level of theory: wB97M-V/def2-TZVPD

Output
Kohn-Sham gap (alpha / beta) (Ha): 0.2295 / 0.2123
Electronic energy (eV): -17177.648
Energy above the lowest of the compared OMol25 structures with the same formula, charge and spin (kcal per mole): 101.0

Positions of all 13 atoms, in Å:
1 C -3.46 -1.30 -0.86
2 C -1.77 0.96 0.04
3 N -4.41 -1.40 -1.53
4 N -0.61 1.13 -0.37
5 N -2.39 -1.20 -0.07
6 N -1.96 -1.80 0.92
7 N -2.75 1.71 0.54
8 N 0.33 0.35 -0.83
9 O -2.20 -2.88 1.41
10 O -3.26 2.50 -0.27
11 O -3.02 1.61 1.75
12 H -0.10 -0.48 -1.15
13 H 1.00 0.86 -1.46


Record 4
Formula: C12H10N2OS5Ti
Source: the Open Molecules 2025 dataset
Level of theory: wB97M-V/def2-TZVPD

Output
Kohn-Sham gap (Ha): 0.2774
Electronic energy (eV): -94927.129

Positions of all 31 atoms, in Å:
1 Ti -1.29 -0.34 -0.38
2 S -3.45 -1.26 -0.60
3 C -4.60 -0.08 -0.06
4 C -5.98 -0.46 -0.07
5 N -7.08 -0.78 -0.08
6 C -4.20 1.15 0.35
7 S -2.53 1.57 0.31
8 C -5.12 2.14 0.80
9 N -5.83 2.96 1.19
10 S -0.45 -1.70 1.26
11 C 0.99 -2.00 0.26
12 C 2.21 -2.24 0.89
13 C 3.35 -2.49 0.15
14 C 3.30 -2.48 -1.24
15 C 2.10 -2.22 -1.88
16 C 0.93 -2.00 -1.15
17 S -0.58 -1.76 -2.05
18 H 2.25 -2.24 1.97
19 H 4.28 -2.71 0.66
20 H 4.19 -2.67 -1.82
21 H 2.05 -2.21 -2.96
22 C 2.60 1.97 -0.43
23 S 1.34 1.22 0.59
24 C 0.77 2.65 1.50
25 O 0.22 0.98 -0.42
26 H 2.17 2.79 -0.99
27 H 2.97 1.19 -1.09
28 H 3.40 2.30 0.23
29 H 1.57 2.98 2.16
30 H -0.09 2.32 2.08
31 H 0.48 3.43 0.80


Record 5
Formula: C3H2MgO3
Source: the Open Molecules 2025 dataset
Level of theory: wB97M-V/def2-TZVPD

Output
Kohn-Sham gap (alpha / beta) (Ha): 0.1752 / 0.1752
Electronic energy (eV): -14729.487
Energy above the lowest of the compared OMol25 structures with the same formula, charge and spin (kcal per mole): 0.0

Positions of all 9 atoms, in Å:
1 O 4.32 1.14 0.30
2 C 3.24 0.85 0.17
3 O -0.56 1.06 0.56
4 C -1.61 0.31 0.16
5 C -1.41 -0.92 -0.38
6 O -0.15 -1.36 -0.64
7 H -2.54 0.29 0.79
8 Mg 0.97 0.12 -0.15
9 H -2.25 -1.48 -0.81


Record 6
Formula: C6H14Cl
Source: the Open Molecules 2025 dataset
Level of theory: wB97M-V/def2-TZVPD

Output
Kohn-Sham gap (alpha / beta) (Ha): 0.3754 / 0.3335
Spin multiplicity: 2
<S²>: 0.754
Electronic energy (eV): -18969.487
Energy above the lowest of the compared OMol25 structures with the same formula, charge and spin (kcal per mole): 13.5

Positions of all 21 atoms, in Å:
1 Cl 2.48 -0.72 2.94
2 H -1.67 -0.07 0.70
3 C -1.55 -0.05 -0.43
4 C -2.61 0.82 -1.11
5 C -0.13 0.42 -0.70
6 C 0.88 -0.52 -0.03
7 C 0.50 -0.68 1.43
8 C 2.27 0.05 -0.23
9 H -1.66 -1.08 -0.79
10 H -3.59 0.37 -0.97
11 H -2.67 1.81 -0.66
12 H -2.44 0.94 -2.19
13 H 0.07 0.46 -1.79
14 H 0.00 1.44 -0.30
15 H 0.80 -1.51 -0.53
16 H 0.27 0.29 1.88
17 H -0.28 -1.43 1.61
18 H 1.44 -1.11 2.00
19 H 2.34 1.06 0.19
20 H 3.02 -0.56 0.28
21 H 2.52 0.08 -1.29


Record 7
Formula: C21H24CdF5N3O2S5Se
Source: the Open Molecules 2025 dataset
Level of theory: wB97M-V/def2-TZVPD

Output
Kohn-Sham gap (Ha): 0.1944
Net charge: -2
Electronic energy (eV): -168405.042
Energy above the lowest of the compared OMol25 structures with the same formula, charge and spin (kcal per mole): 1.9

Positions of all 62 atoms, in Å:
1 Cd -0.77 1.25 -1.95
2 C -3.95 -0.77 0.60
3 C -4.67 0.23 -0.30
4 S -3.73 1.65 -0.92
5 C -3.58 2.65 0.58
6 C -2.44 2.24 1.51
7 S -0.82 2.65 0.82
8 C 0.22 2.24 2.25
9 C -0.07 0.96 3.03
10 S 0.22 -0.58 2.12
11 C -1.29 -1.50 2.49
12 C -1.76 -2.30 1.27
13 S -2.36 -1.29 -0.10
14 H -4.58 -1.66 0.72
15 H -3.80 -0.34 1.59
16 H -5.56 0.60 0.21
17 H -5.01 -0.28 -1.21
18 H -4.53 2.59 1.13
19 H -3.45 3.67 0.22
20 H -2.46 1.17 1.67
21 H -2.56 2.75 2.47
22 H 0.15 3.08 2.94
23 H 1.23 2.22 1.85
24 H -1.10 0.97 3.39
25 H 0.57 0.96 3.91
26 H -2.06 -0.79 2.80
27 H -1.11 -2.18 3.32
28 H -2.54 -3.00 1.57
29 H -0.93 -2.88 0.86
30 C 2.90 0.42 -2.31
31 C 2.68 1.90 -2.70
32 C 2.14 2.53 -1.43
33 O 1.50 1.45 -0.72
34 C 2.38 0.33 -0.88
35 H 3.95 0.13 -2.36
36 H 2.33 -0.23 -2.97
37 H 1.93 1.97 -3.49
38 H 3.59 2.40 -3.04
39 H 1.39 3.31 -1.60
40 H 2.94 2.94 -0.80
41 H 1.83 -0.58 -0.65
42 H 3.20 0.43 -0.15
43 F 4.75 -8.45 0.40
44 C 4.06 -7.29 0.40
45 C 2.68 -7.27 0.41
46 F 2.01 -8.45 0.42
47 C 1.99 -6.08 0.41
48 F 0.65 -6.16 0.44
49 C 2.62 -4.82 0.41
50 S 1.75 -3.33 0.42
51 C 4.02 -4.89 0.39
52 F 4.75 -3.76 0.39
53 C 4.73 -6.07 0.39
54 F 6.08 -6.07 0.39
55 Se -0.81 0.60 -4.26
56 O -1.82 3.70 -1.61
57 N -2.22 4.89 -1.66
58 C -1.49 5.80 -2.28
59 C -1.99 7.14 -2.28
60 N -2.39 8.22 -2.29
61 C -0.22 5.57 -2.89
62 N 0.83 5.43 -3.35


Record 8
Formula: C47H49BBrClN9O5P3Sr
Source: the Open Molecules 2025 dataset
Level of theory: wB97M-V/def2-TZVPD

Output
Kohn-Sham gap (Ha): 0.2125
Net charge: -2
Electronic energy (eV): -185131.600
Energy above the lowest of the compared OMol25 structures with the same formula, charge and spin (kcal per mole): 41.4

Positions of all 117 atoms, in Å:
1 Sr -1.02 -1.89 -0.56
2 C -1.95 -0.29 4.03
3 P -2.82 -0.24 2.38
4 C -4.00 -1.61 2.80
5 C -3.97 1.20 2.64
6 C -4.61 1.37 3.87
7 C -5.48 2.42 4.12
8 C -5.71 3.35 3.12
9 C -5.08 3.20 1.89
10 C -4.20 2.15 1.63
11 P -3.23 2.17 0.03
12 C -2.79 4.02 0.06
13 C -4.60 2.35 -1.21
14 H -2.62 -0.43 4.88
15 H -1.34 0.60 4.19
16 H -1.28 -1.15 3.98
17 H -4.36 -1.52 3.83
18 H -3.46 -2.55 2.67
19 H -4.86 -1.59 2.12
20 H -4.45 0.64 4.66
21 H -5.95 2.52 5.09
22 H -6.37 4.19 3.30
23 H -5.25 3.96 1.14
24 H -3.64 4.70 -0.08
25 H -2.09 4.20 -0.76
26 H -2.29 4.27 0.99
27 H -5.27 3.18 -0.96
28 H -5.16 1.42 -1.29
29 H -4.13 2.56 -2.17
30 Cl 1.12 -0.30 2.07
31 C 1.44 0.75 3.42
32 C 2.30 0.29 4.40
33 C 2.54 1.06 5.53
34 C 1.92 2.29 5.66
35 C 1.07 2.75 4.67
36 C 0.80 2.00 3.53
37 P -0.39 2.47 2.19
38 C -1.06 4.05 2.89
39 C -0.83 5.30 2.32
40 C -1.46 6.43 2.83
41 C -2.32 6.32 3.92
42 C -2.55 5.08 4.49
43 C -1.94 3.95 3.96
44 C 0.78 3.12 0.94
45 C 0.35 3.10 -0.38
46 C 1.10 3.71 -1.37
47 C 2.30 4.33 -1.05
48 C 2.76 4.31 0.26
49 C 2.00 3.72 1.26
50 H 2.77 -0.68 4.28
51 H 3.20 0.69 6.30
52 H 2.09 2.90 6.55
53 H 0.60 3.72 4.78
54 H -0.16 5.40 1.48
55 H -1.29 7.40 2.38
56 H -2.81 7.20 4.32
57 H -3.22 4.98 5.33
58 H -2.15 2.98 4.39
59 H -0.59 2.60 -0.62
60 H 0.75 3.70 -2.40
61 H 2.88 4.81 -1.83
62 H 3.71 4.77 0.50
63 H 2.35 3.72 2.28
64 N -3.36 -4.15 -0.03
65 C -2.12 -4.33 0.54
66 N -1.51 -5.51 0.56
67 N -0.40 -5.30 1.30
68 N -0.35 -4.07 1.68
69 N -1.43 -3.40 1.23
70 C -3.96 -2.93 -0.27
71 N -5.25 -2.82 -0.57
72 N -5.48 -1.51 -0.58
73 N -4.39 -0.86 -0.30
74 N -3.38 -1.74 -0.11
75 H -3.74 -4.94 -0.53
76 O 2.10 0.59 -2.42
77 H 1.20 0.29 -2.58
78 H 2.40 0.03 -1.69
79 Br -1.90 -3.58 -9.17
80 C -1.78 -3.15 -7.31
81 C -1.79 -1.82 -6.92
82 C -1.68 -1.52 -5.57
83 C -1.58 -2.53 -4.63
84 C -1.59 -3.86 -5.04
85 C -1.69 -4.18 -6.39
86 C -1.45 -2.20 -3.15
87 O -1.69 -3.14 -2.35
88 O -1.09 -1.04 -2.85
89 H -1.88 -1.04 -7.67
90 H -1.66 -0.49 -5.23
91 H -1.52 -4.63 -4.28
92 H -1.70 -5.21 -6.72
93 C 7.57 -4.92 -2.51
94 C 7.20 -3.45 -2.72
95 C 7.92 -2.61 -1.66
96 C 7.69 -2.99 -4.10
97 C 5.68 -3.31 -2.62
98 C 4.87 -3.93 -3.58
99 C 3.48 -3.88 -3.53
100 C 2.90 -3.18 -2.50
101 O 1.59 -2.97 -2.22
102 B 1.49 -2.17 -1.03
103 O 2.87 -1.91 -0.66
104 C 3.68 -2.55 -1.55
105 C 5.06 -2.59 -1.59
106 H 8.66 -5.06 -2.55
107 H 7.12 -5.56 -3.27
108 H 7.22 -5.26 -1.53
109 H 9.00 -2.72 -1.78
110 H 7.67 -2.95 -0.65
111 H 7.66 -1.56 -1.75
112 H 8.78 -3.06 -4.16
113 H 7.40 -1.95 -4.28
114 H 7.27 -3.60 -4.90
115 H 5.33 -4.49 -4.39
116 H 2.88 -4.37 -4.29
117 H 5.62 -2.08 -0.82


Record 9
Formula: C3H6S2
Source: the Open Molecules 2025 dataset
Level of theory: wB97M-V/def2-TZVPD

Output
Kohn-Sham gap (Ha): 0.3089
Electronic energy (eV): -24877.828
SMILES string: CSC(C)=S
Energy above the lowest of the compared OMol25 structures with the same formula, charge and spin (kcal per mole): 20.3

Positions of all 11 atoms, in Å:
1 C 0.56 -0.93 -1.87
2 C -0.06 0.15 0.72
3 C -0.84 0.93 1.66
4 H 1.61 -0.68 -1.67
5 H 0.60 -1.94 -1.41
6 H 0.41 -0.94 -2.93
7 H -0.61 0.78 2.71
8 H -0.64 1.95 1.28
9 H -1.91 0.72 1.42
10 S -0.60 0.28 -0.97
11 S 1.47 -0.31 1.06


Record 10
Formula: C6H8N2O2
Source: the Open Molecules 2025 dataset
Level of theory: wB97M-V/def2-TZVPD

Output
Kohn-Sham gap (Ha): 0.3686
Electronic energy (eV): -13424.703
SMILES string: O=c1cc[nH]c(=O)[nH]1.C=C
Energy above the lowest of the compared OMol25 structures with the same formula, charge and spin (kcal per mole): 61.6

Positions of all 18 atoms, in Å:
1 C 0.15 1.31 1.28
2 C 0.24 -0.02 2.02
3 C 0.75 -0.96 1.27
4 C 1.33 0.43 -0.68
5 C -1.08 -0.75 -1.65
6 C -2.01 -0.15 -0.78
7 H 0.47 2.44 -0.39
8 H 0.26 -0.17 3.14
9 H 0.92 -2.00 1.55
10 H 1.56 -1.73 -0.53
11 H -0.26 -0.18 -2.23
12 H -0.74 -1.75 -1.75
13 H -2.39 1.00 -0.87
14 H -2.63 -0.92 -0.34
15 N 0.66 1.44 -0.07
16 N 1.29 -0.77 -0.02
17 O -0.46 2.19 1.83
18 O 1.94 0.58 -1.78


Record 11
Formula: C20H16Br2FNO2Rh
Source: the Open Molecules 2025 dataset
Level of theory: wB97M-V/def2-TZVPD

Output
Kohn-Sham gap (alpha / beta) (Ha): 0.2779 / 0.2778
Net charge: +1
Electronic energy (eV): -172388.555
Energy above the lowest of the compared OMol25 structures with the same formula, charge and spin (kcal per mole): 3.2

Positions of all 43 atoms, in Å:
1 Rh 0.37 -0.34 -0.11
2 C 0.48 4.44 2.89
3 C 0.58 2.94 2.82
4 C 0.92 2.17 3.93
5 C 1.01 0.78 3.83
6 C 0.75 0.23 2.60
7 Br 0.85 -1.66 2.27
8 N 0.41 0.95 1.53
9 C 0.33 2.27 1.63
10 H 0.64 4.79 3.90
11 H -0.50 4.77 2.56
12 H 1.22 4.90 2.24
13 H 1.12 2.64 4.88
14 H 1.28 0.16 4.67
15 H 0.06 2.80 0.72
16 F -0.02 -2.43 -5.04
17 C 0.60 -1.95 -3.96
18 C 0.58 -2.68 -2.80
19 C 1.25 -2.15 -1.68
20 C 1.89 -0.90 -1.76
21 C 2.37 -0.32 -0.53
22 C 1.86 -0.17 -2.98
23 C 1.24 -0.71 -4.07
24 H 0.09 -3.64 -2.77
25 H 1.34 -2.76 -0.79
26 H 2.89 0.63 -0.54
27 H 2.78 -1.03 0.19
28 H 2.30 0.81 -3.03
29 H 1.19 -0.19 -5.02
30 Br -4.69 -4.32 -2.34
31 C -3.63 -3.08 -1.41
32 C -3.51 -3.19 -0.02
33 C -2.73 -2.28 0.66
34 C -2.08 -1.26 -0.03
35 C -2.19 -1.17 -1.42
36 C -2.98 -2.08 -2.11
37 C -1.48 -0.11 -2.23
38 O -1.76 0.10 -3.38
39 O -0.51 0.56 -1.62
40 H -4.03 -3.98 0.50
41 H -2.65 -2.34 1.74
42 H -1.57 -0.50 0.58
43 H -3.07 -1.99 -3.18


Record 12
Formula: C3H3NS2
Source: the Open Molecules 2025 dataset
Level of theory: wB97M-V/def2-TZVPD

Output
Kohn-Sham gap (Ha): 0.2992
Electronic energy (eV): -26317.719
Energy above the lowest of the compared OMol25 structures with the same formula, charge and spin (kcal per mole): 36.2

Positions of all 9 atoms, in Å:
1 C -1.82 -2.89 -2.25
2 C -0.16 -0.05 -0.94
3 C -0.67 -1.49 -0.53
4 N -1.31 -2.25 -1.41
5 S -0.31 -2.23 0.86
6 S -0.67 1.25 0.24
7 H -0.40 0.10 -1.95
8 H 0.89 -0.19 -0.84
9 H -1.98 1.04 0.25


Copy entry 10 word for word.
Formula: C6H8N2O2
Source: the Open Molecules 2025 dataset
Level of theory: wB97M-V/def2-TZVPD

Output
Kohn-Sham gap (Ha): 0.3686
Electronic energy (eV): -13424.703
SMILES string: O=c1cc[nH]c(=O)[nH]1.C=C
Energy above the lowest of the compared OMol25 structures with the same formula, charge and spin (kcal per mole): 61.6

Positions of all 18 atoms, in Å:
1 C 0.15 1.31 1.28
2 C 0.24 -0.02 2.02
3 C 0.75 -0.96 1.27
4 C 1.33 0.43 -0.68
5 C -1.08 -0.75 -1.65
6 C -2.01 -0.15 -0.78
7 H 0.47 2.44 -0.39
8 H 0.26 -0.17 3.14
9 H 0.92 -2.00 1.55
10 H 1.56 -1.73 -0.53
11 H -0.26 -0.18 -2.23
12 H -0.74 -1.75 -1.75
13 H -2.39 1.00 -0.87
14 H -2.63 -0.92 -0.34
15 N 0.66 1.44 -0.07
16 N 1.29 -0.77 -0.02
17 O -0.46 2.19 1.83
18 O 1.94 0.58 -1.78


Question: Number 3 is which compound?
Answer: C2H2N6O3


Copy entry 6 word for word.
Formula: C6H14Cl
Source: the Open Molecules 2025 dataset
Level of theory: wB97M-V/def2-TZVPD

Output
Kohn-Sham gap (alpha / beta) (Ha): 0.3754 / 0.3335
Spin multiplicity: 2
<S²>: 0.754
Electronic energy (eV): -18969.487
Energy above the lowest of the compared OMol25 structures with the same formula, charge and spin (kcal per mole): 13.5

Positions of all 21 atoms, in Å:
1 Cl 2.48 -0.72 2.94
2 H -1.67 -0.07 0.70
3 C -1.55 -0.05 -0.43
4 C -2.61 0.82 -1.11
5 C -0.13 0.42 -0.70
6 C 0.88 -0.52 -0.03
7 C 0.50 -0.68 1.43
8 C 2.27 0.05 -0.23
9 H -1.66 -1.08 -0.79
10 H -3.59 0.37 -0.97
11 H -2.67 1.81 -0.66
12 H -2.44 0.94 -2.19
13 H 0.07 0.46 -1.79
14 H 0.00 1.44 -0.30
15 H 0.80 -1.51 -0.53
16 H 0.27 0.29 1.88
17 H -0.28 -1.43 1.61
18 H 1.44 -1.11 2.00
19 H 2.34 1.06 0.19
20 H 3.02 -0.56 0.28
21 H 2.52 0.08 -1.29


Question: Which value of electronic energy does entry 7 give?
Answer: -168405.042 eV